1.
Computed, not measured: a molecular structure, C6H10O, with the ωB97M-V functional and the def2-TZVPD basis.

Structure (XYZ):
```
17
Properties=species:S:1:pos:R:3:forces:R:3
C 2.20575 0.32973 -1.64651 0.03 -0.01 -0.02
C -0.20663 0.15514 1.12508 0.01 -0.10 -0.10
C -0.01956 -1.29533 0.74377 0.11 -0.14 0.09
C -1.09926 -0.91377 -0.33747 -0.07 -0.20 -0.22
C -1.01262 0.55910 0.13933 0.03 0.01 0.16
C -1.62418 1.41807 1.24586 -0.34 0.30 0.03
O -0.56217 0.95867 2.17863 0.10 -0.03 0.11
H 3.07280 0.95545 -1.42007 -0.16 -0.05 -0.03
H 2.45347 -0.70937 -1.41061 -0.08 0.15 -0.04
H 1.96483 0.41041 -2.70769 0.08 -0.02 0.07
H 0.97151 -1.58467 0.38291 -0.17 0.08 0.07
H -0.36648 -2.01734 1.48754 0.03 0.12 -0.08
H -2.06002 -1.38040 -0.09625 0.15 0.05 -0.06
H -0.85166 -1.10124 -1.38623 -0.05 0.04 0.15
H 1.34136 0.65988 -1.06430 0.22 -0.07 -0.07
H -2.58340 1.04870 1.61478 0.12 0.04 -0.04
H -1.62374 2.50699 1.15125 0.00 -0.16 0.00
```
Positions in Å, forces in eV/Å.

Values from the calculation:
* HOMO-LUMO gap: 9.60 eV
* total energy: -8427.0789 eV
* LUMO level: 1.01 eV
* HOMO energy: -0.316 Ha
* relative energy (zero: lowest compared OMol25 entry of this formula, charge and spin): 401.52 kJ/mol

2.
Computed, not measured: a molecular structure, C24H29N5O9P2SeTa at a distorted geometry, with the ωB97M-V functional and the def2-TZVPD basis.

Structure (XYZ):
```
71
Properties=species:S:1:pos:R:3:forces:R:3
Ta 0.63620 -0.14480 -0.26560 0.68 -1.14 -1.84
C -2.70050 -1.78940 1.22550 -0.06 0.52 -0.08
C -2.43330 -0.68020 0.50740 -0.36 0.04 0.48
C -1.63730 -1.03800 -0.68720 1.31 0.65 -0.10
C -1.60530 -2.51350 -0.62740 0.06 -0.54 0.09
C -2.18580 -2.93440 0.51530 0.34 -0.18 -0.43
H -3.24120 -1.83850 2.15360 -0.09 0.08 0.14
H -2.76000 0.31600 0.76020 0.02 -0.04 0.08
H -1.98850 -0.63900 -1.64250 0.14 0.03 -0.01
H -1.20920 -3.13010 -1.41300 0.11 -0.08 -0.07
H -2.27560 -3.95210 0.85270 -0.05 -0.18 -0.06
C 1.64180 4.17520 2.12220 -0.06 0.01 0.18
C 1.44080 2.77700 1.60300 -0.02 -0.77 0.05
O 1.74040 2.61290 0.21620 0.12 0.26 0.36
P 2.49870 1.48990 2.36060 0.89 0.30 0.28
O 3.96280 2.02940 2.12940 -0.45 0.30 0.12
O 2.35200 1.39330 3.91590 0.45 0.23 -0.18
O 2.24470 0.20380 1.65730 -1.13 -0.28 -1.32
P -0.21900 2.04630 1.98160 -0.33 2.17 1.00
O -1.33130 3.11890 1.52790 0.76 -0.56 0.07
O -0.27650 1.70010 3.40650 -0.08 -0.14 0.07
O -0.35790 0.92420 0.95560 0.00 -0.06 0.26
H 2.67590 4.49080 1.98350 0.00 0.01 -0.03
H 1.41650 4.19540 3.18570 -0.01 0.13 0.12
H 0.96710 4.86070 1.60980 0.00 0.06 -0.02
H 1.96330 3.47310 -0.17730 -0.07 -0.31 0.02
H 4.65680 1.38620 2.28790 0.34 -0.21 0.03
H 1.43800 1.21270 4.19200 -0.40 -0.01 0.02
H -1.82550 3.46310 2.27470 -0.20 0.18 0.37
C 2.03670 -4.28130 2.71280 -0.14 -0.01 0.52
N 1.84940 -3.81720 1.35330 -0.01 0.57 -0.05
C 2.20350 -4.57760 0.27950 -0.09 -0.12 -0.78
C 1.97980 -4.18850 -0.99220 0.18 -0.08 0.24
C 1.39030 -2.89410 -1.22950 -0.16 0.16 -1.16
O 1.01390 -2.42160 -2.29290 0.06 -0.59 0.03
N 1.21330 -2.10330 -0.11070 0.02 0.61 0.07
C 1.26290 -2.58670 1.15110 -0.30 -0.26 1.19
O 0.78190 -1.90240 2.04520 -0.11 0.00 0.01
H 2.88810 -4.95830 2.76180 -0.02 0.08 -0.09
H 1.14650 -4.79630 3.07830 0.03 0.03 -0.02
H 2.21560 -3.41260 3.34480 0.02 -0.13 0.02
H 2.64810 -5.53530 0.50960 -0.01 -0.02 0.05
H 2.21630 -4.81260 -1.83480 0.05 -0.08 -0.06
Se -1.86840 2.14170 -1.10900 -0.89 0.48 -0.87
N -0.17830 1.99290 -1.51770 0.75 -1.21 0.28
C 0.21060 3.07830 -2.21330 -0.54 -0.37 0.27
C 1.49570 3.35970 -2.71190 0.54 0.27 -0.14
C 1.68330 4.51110 -3.42830 0.18 -0.56 0.32
C 0.63010 5.41450 -3.67610 -0.81 0.25 0.06
C -0.62350 5.19030 -3.18240 0.36 0.40 -0.31
C -0.85270 4.01910 -2.43490 -0.27 -0.89 0.48
N -2.02760 3.65870 -1.91030 -0.41 0.81 -0.35
H 2.30080 2.66530 -2.54520 0.18 -0.12 -0.01
H 2.66070 4.73960 -3.82260 0.14 -0.04 -0.04
H 0.81770 6.29190 -4.27380 0.04 0.12 -0.03
H -1.44460 5.86610 -3.35270 -0.08 0.12 -0.05
C 0.49340 0.35480 -3.83670 0.19 -0.06 0.05
C 1.83000 0.28600 -3.15770 -0.29 0.18 -0.88
C 3.02940 0.39230 -3.80250 -0.48 -0.06 0.43
C 4.03980 0.10940 -2.85490 -0.38 0.11 0.40
C 3.42010 -0.16950 -1.67150 1.10 -0.01 0.25
C 4.15080 -0.74450 -0.49570 -0.14 -0.07 -0.05
N 2.03460 -0.02590 -1.80960 -0.56 0.35 0.70
H 0.53900 -0.27810 -4.72260 -0.13 -0.05 0.05
H 0.26840 1.36840 -4.17300 -0.13 -0.03 0.04
H -0.31640 -0.00660 -3.20430 -0.04 -0.03 -0.10
H 3.18370 0.61600 -4.83930 -0.14 0.00 -0.28
H 5.09670 0.08950 -3.03480 0.24 -0.11 0.05
H 5.10570 -0.23280 -0.38830 0.05 0.03 0.06
H 4.37700 -1.79620 -0.68670 -0.02 -0.08 0.06
H 3.61040 -0.67870 0.43800 0.10 -0.01 0.05
```
Positions in Å, forces in eV/Å.

Values from the calculation:
* HOMO-LUMO gap: 5.85 eV
* total charge: +1
* total energy: -136711.6297 eV
* LUMO level: -4.23 eV
* HOMO energy: -0.371 Ha
* relative energy (zero: lowest compared OMol25 entry of this formula, charge and spin): 297.96 kJ/mol

3.
Computed, not measured: 3 unconnected molecules or ions with the total composition C2H11N2O2 at a distorted geometry, with the ωB97M-V functional and the def2-TZVPD basis.

Structure (XYZ):
```
17
Properties=species:S:1:pos:R:3:forces:R:3
C -0.02291 -0.98908 -0.93446 0.36 0.27 -0.40
C -0.61613 -0.19836 -1.83549 -1.08 -0.99 -0.16
N -1.07713 -0.72239 -3.01050 -0.05 0.46 -0.40
N 0.24781 -0.56293 0.44254 -0.39 -0.15 -1.53
H 0.24183 -1.99535 -1.21046 0.03 -0.20 0.35
H -0.93764 0.82662 -1.69838 0.45 0.14 0.36
H -1.70969 -0.15931 -3.55059 0.13 0.09 -0.07
H -1.23743 -1.70920 -3.12981 0.26 0.00 0.20
H 1.10656 -0.95768 0.81657 0.00 0.07 0.17
H -0.53063 -0.87854 1.01233 0.23 0.29 0.56
H 0.32325 0.46940 0.45273 0.06 -0.03 0.59
H 1.78530 2.42801 0.48470 -0.05 -0.48 -0.58
H 0.71479 2.84197 1.35779 -0.76 -0.26 -0.05
O 0.85635 2.19688 0.64675 0.81 0.77 0.55
H -0.03442 -0.79635 3.73408 0.08 -0.35 -0.32
H 0.51938 0.52857 3.43108 0.21 0.02 -0.42
O 0.37073 -0.32227 2.99115 -0.29 0.33 1.15
```
Positions in Å, forces in eV/Å.

Values from the calculation:
* HOMO-LUMO gap: 9.34 eV
* total charge: +1
* total energy: -9321.0736 eV
* LUMO level: -3.05 eV
* HOMO energy: -0.455 Ha
* relative energy (zero: lowest compared OMol25 entry of this formula, charge and spin): 118.95 kJ/mol

4.
Computed, not measured: a molecular structure, C19H18HgNO2 at a distorted geometry, with the ωB97M-V functional and the def2-TZVPD basis.

Structure (XYZ):
```
41
Properties=species:S:1:pos:R:3:forces:R:3
C 0.83895 -2.37050 3.50839 -0.18 -0.91 -0.57
C -0.54877 -2.36686 3.27365 0.61 -0.38 -0.09
C -0.79072 -2.27909 1.88109 0.72 -0.24 -0.21
H -1.30939 -2.48731 4.03662 0.12 0.29 -0.08
C 0.45917 -2.20455 1.21769 -0.43 -0.88 0.28
C 1.52165 -2.31801 2.22165 -1.02 -0.18 0.16
H 2.55716 -2.59644 2.01999 -0.38 0.16 0.11
H 1.34694 -2.47048 4.46816 -0.25 0.12 -0.31
H -1.76238 -2.35871 1.39121 0.30 0.35 0.20
H 0.61267 -2.19836 0.13868 0.00 0.00 0.31
C -1.10792 1.96322 2.00487 1.25 0.18 -0.95
C -0.95230 2.10640 3.36167 -0.71 0.79 0.81
C 0.48352 2.20279 3.73302 -0.64 -0.65 -0.13
H -1.73735 2.20511 4.11203 0.15 0.04 -0.30
C 1.19867 1.98832 2.38028 1.27 -1.16 1.01
C 0.16883 1.89452 1.37657 -2.81 1.15 -1.96
H 0.28934 1.81855 0.28925 0.20 -0.01 0.61
H -2.06335 1.94294 1.46113 0.48 -0.20 0.32
H 0.79788 3.12457 4.25691 0.06 -0.52 0.08
H 2.17584 2.45231 2.22636 -0.53 0.22 0.00
Hg 1.41694 -0.13746 2.19989 1.23 1.10 0.47
O -0.82837 0.17026 -1.59391 1.57 -0.51 0.31
C -1.87387 -0.70446 -1.77810 0.71 -1.07 -0.59
C -0.57669 -0.91900 -2.54503 -1.61 -0.07 0.64
H -1.90619 -1.29257 -0.85893 -0.95 -0.46 -0.44
H -2.75332 -0.46999 -2.36099 -0.25 0.59 0.28
H -0.18357 -1.94772 -2.39241 0.72 1.19 0.90
H 0.82318 -2.00807 -4.59754 0.28 0.33 -0.15
C 0.65608 -0.93830 -4.74572 -0.69 0.40 0.76
C -0.18427 -0.28818 -3.80767 0.36 0.96 -1.26
C -0.45416 1.09406 -3.97706 0.17 -0.57 -0.20
H -1.00670 1.63325 -3.20144 0.15 -0.30 -0.49
C 0.04964 1.77501 -5.07994 -0.02 -0.19 -0.01
H -0.23733 2.81903 -5.20523 0.26 -0.20 -0.08
C 0.91304 1.13685 -5.97444 -0.06 -0.32 0.20
H 1.32982 1.68044 -6.82036 -0.02 -0.09 0.21
C 1.24377 -0.21374 -5.77947 -0.24 0.20 -0.16
H 1.96927 -0.69465 -6.43900 -0.32 0.10 0.11
O -1.15315 -0.15560 5.60915 0.79 -0.15 0.00
C -0.18931 0.38799 5.20288 -0.03 1.01 -0.25
N 0.76676 1.02442 4.78610 -0.24 -0.13 0.46
```
Positions in Å, forces in eV/Å.

Values from the calculation:
* HOMO-LUMO gap: 3.84 eV
* total charge: -1
* total energy: -29749.3914 eV
* LUMO level: 2.68 eV
* HOMO energy: -0.043 Ha
* relative energy (zero: lowest compared OMol25 entry of this formula, charge and spin): 0.00 kJ/mol

Q: Among the records above, which one has the highest LUMO level?
A: C19H18HgNO2

Q: LUMO level of number 2 (C24H29N5O9P2SeTa)?
A: -4.23 eV